(1)
{"formula": "C5H15N2OS", "method": "ωB97M-V with the def2-TZVPD basis set", "elements": ["C", "C", "C", "C", "C", "N", "N", "O", "S", "H", "H", "H", "H", "H", "H", "H", "H", "H", "H", "H", "H", "H", "H", "H"], "positions_angstrom": [[1.0888, -1.3458, 1.5644], [-0.1625, -1.0001, -2.3944], [1.7973, 0.5823, 0.0467], [1.0683, 0.1052, 1.1923], [-0.9374, -0.2213, -1.3758], [1.8067, 1.8596, -0.3068], [-2.4730, -0.0732, 1.7975], [-1.4243, -0.7515, -0.3726], [-1.0816, 1.5672, -1.3893], [0.1155, -1.7800, 1.8341], [1.6249, -1.8773, 0.8925], [1.4723, -1.4462, 2.6156], [-0.4044, -2.0232, -2.5517], [0.9241, -0.8236, -1.9926], [-0.2180, -0.4329, -3.3155], [2.3256, -0.1094, -0.5045], [0.3536, 0.6998, 1.8421], [1.3225, 2.5603, 0.1858], [2.6417, 2.1297, -0.7868], [-1.9319, -0.6957, 2.3594], [-3.3303, -0.3853, 2.0197], [-2.1752, 0.8646, 2.0407], [-2.2170, -0.2378, 0.7602], [-0.4814, 1.6579, -2.5043]], "atomic_forces_ev_per_a": [[-1.6, 2.0, 3.9], [2.0, 2.6, 0.7], [-4.2, -1.3, 6.6], [0.8, 0.7, -2.6], [-0.7, 0.0, 1.7], [1.3, 0.9, -2.1], [3.6, 0.8, -0.9], [-0.1, -0.4, -1.3], [-0.9, -1.5, 1.0], [-0.3, -0.1, -1.1], [1.5, -2.2, -1.9], [0.7, 0.1, -1.0], [-0.3, -0.7, 0.4], [-1.8, -0.7, -0.9], [0.1, -0.2, -0.4], [1.4, -1.2, -1.1], [1.3, 0.1, -1.1], [-0.3, 0.5, 0.7], [0.1, 0.6, -0.2], [1.3, -0.6, 0.2], [-4.6, -0.2, 0.8], [-0.7, 0.3, 0.3], [0.4, -0.3, 0.1], [1.0, 0.6, -1.9]], "max_force_ev_per_a": 7.981, "relative_energy_kj_mol": 68.05, "homo_energy_ev": -10.676, "total_energy_ev": -21283.0950, "charge": 1, "gap_ev": 7.521}

(2)
{"formula": "C3H3NO", "method": "ωB97M-V with the def2-TZVPD basis set", "elements": ["C", "C", "C", "H", "H", "H", "N", "O"], "positions_angstrom": [[-0.1726, 0.7527, -0.0343], [1.0940, 0.1070, -0.0061], [-1.0653, -0.2355, -0.0265], [-0.3764, 1.8216, -0.0135], [2.1238, 0.4868, 0.0308], [-2.1571, -0.3366, 0.0896], [0.9560, -1.1811, -0.0209], [-0.4023, -1.4150, -0.0191]], "atomic_forces_ev_per_a": [[0.3, 1.9, 0.2], [0.5, 0.0, -0.2], [-0.6, -1.5, 0.4], [0.1, -0.4, 0.0], [-0.8, 0.1, -0.1], [0.9, 0.3, -0.3], [-0.2, -0.3, 0.1], [-0.3, -0.1, -0.1]], "max_force_ev_per_a": 1.958, "relative_energy_kj_mol": 107.66, "homo_energy_ev": -10.191, "total_energy_ev": -6695.3761, "gap_ev": 11.238}

(3)
{"formula": "H18O9", "method": "ωB97M-V with the def2-TZVPD basis set", "elements": ["O", "H", "H", "O", "H", "H", "O", "H", "H", "O", "H", "H", "O", "H", "H", "O", "H", "H", "O", "H", "H", "O", "H", "H", "O", "H", "H"], "positions_angstrom": [[-7.0702, 27.7168, -21.1615], [-6.3831, 28.3464, -20.8918], [-7.8455, 28.2581, -21.0363], [-5.1757, 28.2321, -17.6327], [-4.5614, 27.9413, -18.2905], [-6.0013, 27.9829, -18.0278], [-7.3404, 26.4375, -18.5891], [-7.2009, 26.7768, -19.5087], [-6.7353, 25.6997, -18.5755], [-6.3915, 24.7179, -21.5656], [-5.7670, 25.4764, -21.4766], [-7.1274, 25.2412, -21.8199], [-5.1159, 29.4174, -20.3272], [-4.3911, 29.2947, -20.9036], [-4.7547, 30.0035, -19.6346], [-7.1113, 26.7371, -23.6918], [-6.9409, 27.2553, -22.9360], [-8.0832, 26.7729, -23.8489], [-7.4196, 29.8626, -18.5306], [-7.4490, 30.7234, -18.0931], [-6.6065, 29.8285, -19.0596], [-9.6264, 28.5104, -20.9293], [-9.7886, 29.1472, -20.2214], [-9.8128, 27.7040, -20.4279], [-10.4802, 27.1799, -23.2567], [-11.3299, 26.8961, -22.9516], [-10.2928, 28.0071, -22.7385]], "atomic_forces_ev_per_a": [[1.1, 0.1, 0.4], [0.2, -0.3, 0.0], [-1.3, 0.2, -0.1], [0.6, 0.6, 0.6], [0.8, -0.3, -0.4], [-1.3, -0.4, 0.1], [0.1, 0.8, -1.0], [-0.4, -0.2, 0.6], [0.2, -0.6, 0.2], [1.9, 0.6, 0.9], [-0.2, -1.2, -0.1], [-1.6, 0.4, -0.8], [-0.4, 1.0, 1.4], [1.2, -0.3, -1.3], [-0.2, -0.4, -0.2], [-1.3, -1.1, -2.1], [0.0, 1.0, 1.5], [1.0, 0.0, 0.3], [-0.2, 0.1, -0.3], [0.2, -0.2, -0.1], [-0.5, 0.2, 0.4], [-0.4, 0.1, 0.9], [0.2, 0.6, -0.2], [0.1, -0.4, -0.4], [1.1, 1.4, 0.3], [-0.7, -0.3, 0.2], [-0.3, -1.2, -0.6]], "max_force_ev_per_a": 2.734, "relative_energy_kj_mol": 218.30, "homo_energy_ev": -10.508, "total_energy_ev": -18719.8730, "gap_ev": 10.258}